A molecular structure, C54H44As2N4O5Pb. Source: the OMol25 dataset; level of theory: ωB97M-V with the def2-TZVPD basis set.

XYZ file:
```
110
Properties=species:S:1:pos:R:3:forces:R:3:mulliken_charge:R:1
Pb -0.4666 -0.2637 -0.6392 -0.3 -0.2 -0.1 1.761
O 0.1149 1.2093 1.6025 -0.3 0.1 0.1 0.166
C -0.3766 1.1377 2.7926 0.2 -0.1 -0.2 0.082
C -0.1942 2.2016 3.7244 0.0 0.0 0.1 0.021
C -0.7359 2.1876 4.9899 0.0 -0.1 0.0 -0.722
C -1.5149 1.1078 5.4254 0.1 0.1 0.0 -1.325
C -1.6988 0.0523 4.5526 0.0 0.0 0.0 -0.274
C -1.1293 0.0175 3.2743 -0.1 -0.1 0.0 0.678
C -1.3888 -1.1975 2.5047 -0.1 0.1 0.3 -0.818
N -0.6638 -1.6545 1.5609 0.1 -0.1 -0.4 0.020
N -1.1695 -2.8084 0.9813 0.0 -0.2 0.1 -0.066
C -1.5632 -3.0682 -1.1684 -0.1 0.0 0.2 1.685
O -1.3356 -2.1245 -2.0557 0.2 0.1 0.2 -1.039
C -2.0092 -4.3842 -1.7799 0.0 0.1 0.0 -0.633
C -2.9737 -4.3270 -2.7840 -0.1 0.0 0.0 -0.409
C -3.4571 -5.4861 -3.3721 0.0 0.0 0.0 -0.709
C -2.9722 -6.7284 -2.9746 0.0 0.1 0.0 -0.373
C -2.0053 -6.7926 -1.9809 0.0 0.0 0.0 -0.971
C -1.5311 -5.6277 -1.3845 0.0 0.0 0.0 -0.015
H 0.3952 3.0517 3.4028 0.0 0.0 0.0 0.172
H -0.5653 3.0345 5.6478 0.0 0.0 0.0 0.431
H -1.9580 1.0961 6.4140 0.0 0.0 0.0 0.314
H -2.2932 -0.8019 4.8668 0.0 0.0 0.0 0.428
H -2.2578 -1.7819 2.8207 0.0 0.0 0.1 0.158
H -3.3316 -3.3513 -3.0909 0.0 0.0 0.0 0.387
H -4.2145 -5.4233 -4.1457 0.0 0.0 0.0 0.367
H -3.3463 -7.6364 -3.4343 0.0 0.0 0.0 0.357
H -1.6206 -7.7560 -1.6631 0.0 0.0 0.0 0.379
H -0.7823 -5.6703 -0.6035 0.0 0.0 0.0 0.350
O -5.1049 -1.8708 -0.5038 -0.1 0.0 0.0 -0.823
C -4.8999 -3.0108 0.1775 0.0 0.0 0.0 0.410
C -5.9935 -3.8126 0.5057 0.0 0.0 0.0 -0.628
C -5.8139 -4.9893 1.2186 0.1 0.0 0.0 -0.286
C -4.5417 -5.3777 1.6178 0.0 0.0 0.0 -1.119
C -3.4514 -4.5791 1.2822 0.0 0.0 0.0 -0.318
C -3.6019 -3.4060 0.5569 0.1 0.0 0.0 -0.413
C -2.4256 -2.5515 0.1152 0.1 0.0 -0.2 1.701
O -2.7480 -1.2526 0.0139 0.1 -0.1 0.1 -1.124
N -0.3557 -3.3084 -0.1506 -0.2 -0.1 0.0 -0.160
N 0.6782 -2.4363 -0.4715 -0.2 0.3 0.1 0.142
C 1.5209 -2.8934 -1.3068 0.3 0.0 -0.2 -0.668
C 2.6446 -2.1529 -1.8794 -0.1 -0.1 0.0 0.681
C 3.6806 -2.9334 -2.4061 0.0 0.0 0.0 -0.590
C 4.8305 -2.3932 -2.9476 0.0 0.1 0.0 -0.763
C 4.9452 -0.9969 -2.9817 -0.1 -0.1 0.0 -0.516
C 3.9335 -0.1961 -2.5055 0.0 0.0 0.0 -0.620
C 2.7273 -0.7234 -1.9470 -0.1 0.2 0.0 0.095
O 1.8007 0.0782 -1.5643 0.0 -0.3 -0.2 -0.106
H -4.2081 -1.3895 -0.4435 0.1 0.0 0.0 0.292
H -6.9802 -3.4828 0.1998 0.0 0.0 0.0 0.419
H -6.6735 -5.6021 1.4687 0.0 0.0 0.0 0.346
H -4.3961 -6.2927 2.1810 0.0 0.0 0.0 0.375
H -2.4489 -4.8617 1.5823 0.0 0.0 0.0 0.364
H 1.4363 -3.9451 -1.5955 0.0 0.0 0.0 0.151
H 3.5667 -4.0139 -2.3682 0.0 0.0 0.0 0.353
H 5.6160 -3.0309 -3.3337 0.0 0.0 0.0 0.355
H 5.8397 -0.5388 -3.3939 0.0 0.0 0.0 0.389
H 4.0088 0.8838 -2.5430 0.0 0.0 0.0 0.366
C 1.1231 3.5356 -0.5235 0.1 -0.1 0.1 -1.344
C 2.0682 3.4412 0.6928 -0.3 -0.1 0.1 -0.075
As 3.2255 1.8271 0.6373 0.1 0.0 0.0 0.478
C 4.9647 2.7255 0.9494 0.0 0.0 0.0 0.253
C 6.0880 2.0936 0.4148 0.0 0.0 0.0 -0.659
C 7.3612 2.6287 0.5701 0.0 0.0 0.1 -0.563
C 7.5337 3.8228 1.2577 -0.1 0.0 0.0 -0.388
C 6.4251 4.4698 1.7900 0.0 0.0 0.0 -0.809
C 5.1565 3.9230 1.6372 0.1 0.0 0.0 -0.119
C 3.0266 1.0549 2.4295 0.1 -0.1 0.0 0.032
C 2.4482 -0.2138 2.4607 0.0 0.0 0.0 -0.107
C 2.2652 -0.8786 3.6654 0.0 0.0 0.0 -0.363
C 2.6757 -0.2885 4.8539 0.0 0.1 0.0 -0.576
C 3.2655 0.9690 4.8308 -0.1 -0.1 0.0 -0.701
C 3.4378 1.6365 3.6241 0.0 0.0 0.0 -0.103
As -0.8011 3.0863 -0.2895 0.0 0.3 -0.1 0.418
C -1.3054 4.2019 1.2265 0.0 0.0 0.1 0.061
C -0.6219 5.3353 1.6598 0.0 0.0 0.0 0.155
C -1.0527 6.0360 2.7797 0.0 0.0 0.0 -0.754
C -2.1770 5.6105 3.4765 0.0 0.0 -0.1 -0.515
C -2.8673 4.4838 3.0502 0.0 0.1 0.0 -0.539
C -2.4287 3.7821 1.9363 0.0 0.1 0.0 -0.510
C -1.4214 4.3237 -1.7239 0.1 0.0 -0.1 0.146
C -1.6832 3.7400 -2.9640 0.0 0.1 0.0 -0.477
C -2.0735 4.5092 -4.0549 0.0 0.0 0.0 -0.626
C -2.2216 5.8825 -3.9172 0.0 0.0 0.1 -0.399
C -1.9771 6.4775 -2.6846 0.0 -0.1 0.0 -0.669
C -1.5789 5.7037 -1.6007 0.0 0.0 0.0 -0.241
H 1.4477 2.8393 -1.3022 0.0 0.0 -0.1 0.472
H 1.1526 4.5351 -0.9539 0.0 0.1 0.0 0.718
H 1.5271 3.4401 1.6386 0.0 0.0 -0.1 -0.400
H 2.7365 4.3000 0.6799 0.0 0.1 0.0 0.628
H 5.9555 1.1690 -0.1376 0.0 0.0 0.0 0.384
H 8.2185 2.1141 0.1528 0.0 0.0 0.0 0.383
H 8.5220 4.2529 1.3695 0.0 0.0 0.0 0.336
H 6.5478 5.4043 2.3246 0.0 0.0 0.0 0.370
H 4.3090 4.4440 2.0688 0.0 0.0 0.0 0.282
H 2.0949 -0.6646 1.5394 0.0 0.0 0.0 0.185
H 1.7807 -1.8475 3.6733 0.0 0.0 0.0 0.420
H 2.5260 -0.8015 5.7964 0.0 0.0 0.0 0.356
H 3.5788 1.4391 5.7562 0.0 0.0 0.0 0.348
H 3.8951 2.6191 3.6286 0.0 0.0 0.0 0.289
H 0.2581 5.6741 1.1254 0.0 0.0 0.0 0.322
H -0.5040 6.9098 3.1141 0.0 0.0 0.0 0.383
H -2.5059 6.1490 4.3573 0.0 0.0 0.0 0.359
H -3.7295 4.1314 3.6039 0.0 0.0 0.0 0.416
H -2.9437 2.8780 1.6307 0.0 0.0 0.0 0.275
H -1.5840 2.6653 -3.0772 0.0 0.0 0.0 0.382
H -2.2677 4.0346 -5.0098 0.0 0.0 0.0 0.382
H -2.5318 6.4855 -4.7627 0.0 0.0 0.0 0.343
H -2.0974 7.5490 -2.5671 0.0 0.0 0.0 0.378
H -1.4012 6.1820 -0.6446 0.0 0.0 0.0 0.275
```
Positions in Å, forces in eV/Å.

Summary:
M: 1186.01 g/mol
Lowest unoccupied orbital energy: 0.147 Eh
DFT total energy: -7343.774503 Eh
Highest occupied orbital energy: -2.10 eV
HOMO-LUMO gap: 6.10 eV
Net charge: -2